No. 1
C48H34Br2FeIN4O3P as an isolated structure. Source: OMol25; level of theory: ωB97M-V/def2-TZVPD.

Geometry as XYZ:
```
94
Properties=species:S:1:pos:R:3:forces:R:3
Fe -0.256290 -0.100333 -0.041575 -0.588 0.354 -0.080
C -3.136013 -0.043019 1.902047 0.011 0.014 -0.005
C -1.894402 -0.556682 2.558990 -0.121 -0.088 0.098
C -1.968233 -0.992185 3.903056 0.015 0.037 -0.110
C -0.872141 -1.501159 4.524067 0.116 -0.037 0.038
C 0.354206 -1.576223 3.825986 -0.008 -0.061 0.160
C 1.562328 -2.079098 4.366115 -0.078 0.025 -0.001
Br 1.608376 -2.757824 6.133165 0.009 0.018 -0.011
C 2.702060 -2.092756 3.613912 -0.012 -0.037 -0.077
C 2.688704 -1.629430 2.290296 0.127 -0.108 0.174
Br 4.262959 -1.753010 1.262510 -0.016 0.036 -0.032
C 1.540709 -1.141396 1.694271 -0.104 0.034 -0.153
O 1.473101 -0.741537 0.462916 -0.040 -0.230 -0.071
C 0.359557 -1.111678 2.499930 -0.110 0.010 -0.142
N -0.768894 -0.621765 1.875725 0.177 -0.003 -0.038
H -3.949206 0.020134 2.621380 -0.016 -0.001 0.010
H -3.449735 -0.710376 1.098139 0.016 -0.011 0.013
H -2.976891 0.944364 1.469758 0.001 0.003 0.019
H -2.913464 -0.917727 4.421287 -0.017 -0.005 0.003
H -0.923549 -1.845195 5.547841 0.003 -0.007 0.009
H 3.622568 -2.481953 4.026488 0.001 0.009 -0.001
I -2.405776 1.054841 -1.416432 0.470 -0.079 0.142
C -4.027798 -0.242951 -1.316740 -0.161 -0.115 -0.024
C -5.220263 0.425242 -1.243325 -0.058 -0.168 -0.013
C -6.444446 -0.266547 -1.321955 0.089 0.105 0.021
C -6.419420 -1.607327 -1.524418 0.040 -0.059 -0.008
C -5.195851 -2.320521 -1.601521 -0.084 -0.054 0.008
C -5.266252 -3.709004 -1.859636 -0.029 0.026 0.005
C -4.136240 -4.456539 -1.953912 0.047 0.023 -0.001
C -2.900301 -3.838012 -1.717910 -0.030 -0.071 -0.045
C -2.758896 -2.499550 -1.431034 -0.047 0.071 0.010
P -1.003678 -2.124170 -0.952869 0.192 0.074 0.240
C -0.691447 -3.422777 0.293769 -0.030 0.017 -0.108
C -1.705684 -3.837368 1.155570 -0.012 0.031 0.085
C -1.431760 -4.711562 2.196378 0.019 -0.008 -0.014
C -0.146009 -5.204909 2.371656 -0.007 0.015 0.001
C 0.866282 -4.804285 1.512916 0.040 0.079 0.072
C 0.602341 -3.902204 0.492511 0.046 0.106 0.067
C -0.152883 -2.646196 -2.480181 -0.018 0.139 -0.006
C -0.222117 -1.751382 -3.548780 -0.012 0.027 -0.026
C 0.342180 -2.068887 -4.771500 0.013 -0.045 0.007
C 0.994198 -3.284170 -4.939988 -0.010 0.028 -0.003
C 1.059182 -4.181389 -3.886670 -0.013 0.001 0.007
C 0.482770 -3.868292 -2.662242 -0.030 -0.051 -0.058
C -3.934179 -1.667770 -1.439006 0.014 0.047 0.025
H -5.228872 1.501253 -1.148391 0.003 0.039 0.000
H -7.376261 0.276970 -1.255865 -0.006 0.007 -0.001
H -7.339317 -2.166121 -1.636731 -0.011 -0.012 -0.003
H -6.243333 -4.155610 -1.993091 -0.008 -0.003 0.006
H -4.178376 -5.514271 -2.171746 0.004 -0.016 -0.009
H -2.017340 -4.465202 -1.727493 -0.021 0.006 -0.023
H -2.720404 -3.482338 1.018695 0.007 0.015 0.005
H -2.227627 -5.017788 2.862316 -0.010 -0.003 0.012
H 0.066769 -5.895846 3.176506 -0.002 -0.007 0.006
H 1.874348 -5.173435 1.647481 0.015 -0.009 0.008
H 1.414639 -3.559163 -0.135833 0.014 0.042 0.029
H -0.726559 -0.799975 -3.426935 0.021 -0.034 0.004
H 0.272325 -1.369315 -5.593907 0.005 0.004 -0.016
H 1.442640 -3.531771 -5.892626 0.004 -0.008 -0.011
H 1.552665 -5.135366 -4.014350 0.012 -0.010 -0.005
H 0.522598 -4.594052 -1.862604 0.009 -0.009 -0.006
C -3.043240 8.371238 0.169578 0.038 -0.001 0.002
O -1.809236 8.612073 0.832117 0.089 -0.046 0.005
C -0.708473 7.983280 0.381215 -0.107 0.045 -0.025
C 0.481343 8.285127 1.059191 0.083 -0.051 -0.038
C 1.659824 7.704563 0.667091 -0.136 0.118 0.084
C 1.677575 6.779862 -0.391384 0.402 0.085 -0.055
C 0.494298 6.500796 -1.080488 -0.155 -0.050 -0.089
C -0.694003 7.097215 -0.700924 0.068 0.027 0.062
N 2.912927 6.251949 -0.715794 -0.263 0.053 0.252
N 3.016104 5.279374 -1.532686 0.125 0.103 -0.301
C 2.509734 4.090070 -1.433953 0.056 -0.241 -0.154
C 2.648879 3.262483 -2.621085 -0.064 -0.094 0.137
C 2.033970 2.073240 -2.760797 -0.085 -0.088 0.236
C 1.232511 1.554124 -1.672719 -0.037 -0.076 0.129
O 0.633653 0.467297 -1.720299 0.279 0.486 -0.285
C 1.152751 2.342299 -0.417767 -0.067 -0.415 -0.284
N 0.442832 1.740433 0.555296 0.159 -0.108 -0.022
C 0.451090 2.285318 1.759326 -0.040 0.191 -0.014
C 1.180366 3.446153 2.039607 -0.088 -0.179 0.048
C 1.868037 4.082083 1.033867 -0.012 0.020 -0.089
C 1.829505 3.538764 -0.260329 0.034 0.127 0.202
H -3.785270 8.955870 0.703803 -0.003 -0.007 -0.017
H -3.307003 7.312285 0.215336 -0.030 0.012 -0.012
H -2.994661 8.700843 -0.870110 -0.030 -0.012 -0.001
H 0.445097 8.992090 1.875686 -0.008 0.011 0.020
H 2.591881 7.942299 1.161469 0.015 0.002 0.011
H 0.508353 5.837544 -1.936494 -0.015 0.010 0.027
H -1.594472 6.888525 -1.257924 -0.014 -0.014 -0.008
H 3.257180 3.675334 -3.414234 0.005 0.036 -0.019
H 2.132256 1.461919 -3.646526 -0.006 0.024 -0.028
H -0.127954 1.783373 2.523082 0.027 -0.009 0.028
H 1.202092 3.824833 3.051321 -0.012 0.019 0.004
H 2.442604 4.974202 1.240350 -0.038 -0.074 0.015
```
Forces are in eV/Å.

Properties
total charge: +1
gap between HOMO and LUMO (spin up / spin down): 5.50 / 5.28 eV
spin multiplicity: 2

---

No. 2
C48H35F2LaN7O6 as an isolated structure. Source: OMol25; level of theory: ωB97M-V/def2-TZVPD.

Geometry as XYZ:
```
99
Properties=species:S:1:pos:R:3:forces:R:3
La 0.681764 -0.327245 0.067531 -0.840 0.741 -2.220
C -2.748377 -1.024940 2.072993 0.685 -0.121 -0.523
O -2.264683 -0.187641 0.988493 0.130 -0.732 1.317
C -3.163740 0.028223 0.006100 -1.259 0.041 -0.952
C -4.495171 -0.433894 0.082034 0.241 0.213 -0.905
C -5.407006 -0.044069 -0.913763 0.377 0.247 0.059
C -5.019732 0.838478 -1.939605 -0.093 -0.407 0.886
C -3.693617 1.223668 -2.043609 0.076 -0.045 -0.096
C -2.739094 0.781218 -1.109885 -0.950 -0.455 0.676
N -1.374846 1.120302 -1.185418 0.254 1.365 -1.163
N -1.314660 2.115388 -2.007414 -0.243 -0.602 1.011
C -0.236041 2.780635 -2.385809 1.903 0.722 -0.132
C 1.138041 2.440567 -2.055234 -0.929 -1.483 1.155
O 1.418930 1.398028 -1.328441 -0.124 2.083 -0.847
C 2.179153 3.305175 -2.511576 0.839 0.909 -0.501
C 1.883655 4.385403 -3.296762 1.337 -0.318 -0.023
C 0.578810 4.691640 -3.745738 -0.718 -0.001 -0.148
C 0.339613 5.678118 -4.710102 -1.058 0.566 0.024
C -0.962823 6.037362 -5.079771 0.729 0.438 -0.052
C -2.037704 5.418466 -4.417267 0.244 -0.171 0.093
C -1.792391 4.398912 -3.508444 -1.213 0.228 -0.474
C -0.505931 3.967541 -3.215944 0.634 -1.049 0.499
H -3.662382 -0.643793 2.523175 0.029 0.357 -0.025
H -1.955572 -1.043458 2.823521 -0.025 0.014 -0.126
H -2.945562 -2.039783 1.704157 0.197 0.161 0.049
H -4.793110 -1.148445 0.846220 -0.034 0.343 -0.215
H -6.424985 -0.430226 -0.873553 0.186 0.155 0.011
H -5.757740 1.254955 -2.613567 0.057 -0.263 -0.154
H -3.368023 1.885498 -2.859328 -0.210 -0.632 0.514
H 3.238693 3.110395 -2.241246 -0.990 -0.048 -0.051
H 2.685621 5.060494 -3.652166 -0.347 -0.553 0.269
H 1.189507 6.208908 -5.107163 0.135 0.096 -0.238
H -1.110342 6.848305 -5.829722 0.021 -0.793 0.684
H -3.073782 5.713022 -4.595347 0.346 -0.030 -0.108
H -2.649768 3.900990 -3.054368 0.367 0.101 -0.030
C 5.232148 -1.881304 -1.033112 1.305 0.085 0.441
C 3.861218 -1.664353 -0.998456 -1.010 1.075 0.737
N 3.273654 -0.890275 -0.063808 0.608 -1.557 0.012
C 3.984146 -0.514582 1.029956 1.312 -0.482 -0.852
C 5.434575 -0.693183 1.077652 -1.714 0.632 -0.402
C 6.034135 -1.369515 -0.001688 -0.807 -0.423 -0.779
C 6.133866 -0.089202 2.132318 -0.022 0.273 0.993
C 5.433858 0.515320 3.166360 0.534 -0.138 0.169
C 4.024413 0.554103 3.207580 -0.063 -0.587 -0.547
C 3.252139 -0.007415 2.152183 0.576 1.167 1.676
N 1.893904 -0.020805 2.119215 -0.221 -0.028 0.938
C 1.085520 0.169372 3.267020 1.057 -0.467 -0.291
C 1.200003 -0.629299 4.413435 -0.047 0.784 -0.509
C 0.254709 -0.504862 5.452515 -0.354 0.121 0.100
C -0.779983 0.418242 5.399256 0.689 -0.082 0.073
C -0.878108 1.285321 4.278898 0.234 -0.121 -0.182
C -1.876439 2.284713 4.173555 -0.271 0.413 -0.556
C -1.944605 3.049582 3.025828 -0.132 -0.093 0.074
C -1.103921 2.727907 1.937193 1.243 -0.875 0.105
N -0.165829 1.777391 1.964905 -0.491 0.718 1.211
C 0.037996 1.141665 3.184135 -1.065 -0.343 -0.516
H 5.648376 -2.417141 -1.903551 -0.132 0.213 0.741
H 3.189552 -2.147426 -1.709377 0.258 0.528 -0.037
H 7.110153 -1.522025 0.022461 -0.100 0.070 -0.176
H 7.215516 -0.091363 2.129226 0.059 -0.129 0.072
H 6.010256 0.928913 4.026525 -0.553 -0.204 -0.820
H 3.544364 1.000628 4.082048 -0.008 -0.204 -0.386
H 2.062323 -1.303560 4.476831 -0.538 0.102 0.043
H 0.324015 -1.168236 6.312955 0.052 0.113 -0.134
H -1.470233 0.527348 6.243654 0.206 -0.067 -0.428
H -2.597010 2.412041 4.989167 0.331 0.034 -0.268
H -2.652154 3.872297 2.854550 0.206 -0.514 0.407
H -1.165137 3.292241 1.014062 -0.205 -0.162 -0.125
F 2.147056 -4.024991 4.789069 -0.435 -0.382 -0.642
C 1.055881 -4.363573 4.063307 0.427 -0.252 0.339
C 1.067154 -4.505027 2.735509 0.515 0.315 -0.321
N -0.115892 -4.658012 2.019975 0.476 -0.425 0.108
C -0.109440 -4.601051 0.553833 0.280 0.387 -0.532
C 0.198943 -3.153847 0.019487 -0.898 -0.665 0.559
O 1.363790 -2.864385 -0.278956 0.592 -0.349 0.138
O -0.744967 -2.314576 -0.007089 -0.377 -0.782 0.309
C -1.302809 -4.874066 2.669642 -2.419 0.556 -0.214
O -2.423814 -4.818959 2.137063 2.082 -0.505 0.735
N -1.198358 -5.096689 4.052559 0.245 0.306 -0.328
C -0.135866 -4.666874 4.826608 -0.330 1.130 2.855
O -0.224778 -4.492088 6.061160 0.018 -0.774 -2.508
H 2.011813 -4.462189 2.175053 -0.653 0.292 0.055
H -1.114192 -4.895828 0.250306 0.206 -0.002 -0.133
H 0.667266 -5.291539 0.173679 -0.450 0.310 0.177
H -2.078858 -5.194864 4.548104 0.125 0.055 -0.238
F -3.956650 -0.328519 -4.922183 -0.708 -0.210 -0.329
C -2.653693 -0.631077 -4.704471 1.694 0.364 -0.151
C -2.277176 -1.815900 -4.054680 -0.369 0.675 -0.175
C -0.949446 -1.968165 -3.679485 -0.654 -0.705 -0.030
C 0.022836 -0.954657 -3.852617 -0.814 0.725 -0.387
C 1.188286 -0.989118 -3.108685 0.552 -0.598 0.917
C -0.343809 0.108569 -4.748004 -0.440 0.083 -0.326
C -1.674201 0.284478 -5.162218 -0.072 -0.624 0.626
H -3.052962 -2.561841 -3.830112 0.451 0.302 -0.027
H -0.628444 -2.888573 -3.174417 -0.244 0.348 -0.073
H 1.962823 -0.263054 -3.264212 0.412 0.069 -0.047
H 1.399942 -1.945925 -2.631231 0.328 0.133 -0.152
H 0.436352 0.807848 -5.089604 -0.448 -0.284 0.236
H -1.980911 1.113755 -5.823861 0.214 -0.424 0.510
```
Forces are in eV/Å.

Properties
total charge: -1
gap between HOMO and LUMO (spin up / spin down): 4.03 / 4.03 eV

---

DFT total energy (a.u.)
-9344.896903; -2916.405882
Energy above the lowest of the compared OMol25 structures with the same formula, charge and spin (eV)
0.3049; 0.0000